[1]
{
  "formula": "C3H5NOS2",
  "method": "the ωB97M-V functional and the def2-TZVPD basis",
  "elements": ["C", "S", "C", "C", "O", "N", "S", "H", "H", "H", "H", "H"],
  "positions_angstrom": [[-1.937, -1.093, 0.043], [-1.536, 0.707, -0.345], [0.189, 0.380, -0.112], [0.995, 1.728, 0.073], [2.250, 1.755, -0.258], [0.639, -0.783, -0.209], [2.311, -1.111, -0.233], [-1.302, -1.729, -0.627], [-2.919, -1.336, -0.360], [-1.656, -1.300, 1.204], [0.290, 2.616, 0.316], [2.674, 0.166, 0.509]],
  "mulliken_charge": [-0.780, -0.121, 0.615, 0.014, -0.505, -0.423, -0.142, 0.258, 0.392, 0.237, 0.271, 0.184],
  "homo_energy_ha": -0.313,
  "de_lowest_ev": 3.284,
  "total_charge": 0,
  "smiles": "CS/C(C=O)=N/S"
}

***

[2]
{
  "formula": "C3H5NOSi",
  "method": "the ωB97M-V functional and the def2-TZVPD basis",
  "elements": ["C", "C", "C", "N", "O", "Si", "H", "H", "H", "H", "H"],
  "positions_angstrom": [[-0.824, -0.007, -1.097], [0.224, -0.904, -1.021], [-1.003, -0.963, 0.760], [-1.472, -0.025, 0.117], [0.068, -1.620, 0.135], [1.518, 1.747, 0.334], [-1.025, 0.779, -1.832], [1.068, -1.205, -1.704], [0.440, 2.301, 0.979], [-1.212, -1.383, 1.718], [2.219, 1.280, 1.610]],
  "mulliken_charge": [-0.430, -0.026, 0.096, -0.379, -0.288, 0.135, 0.331, 0.335, -0.063, 0.367, -0.078],
  "homo_energy_ha": -0.302,
  "de_lowest_ev": 1.803,
  "total_charge": 0
}

***

[3]
{
  "formula": "C3H5NPdSe5",
  "method": "the ωB97M-V functional and the def2-TZVPD basis",
  "elements": ["Pd", "Se", "Se", "Se", "Se", "C", "C", "C", "N", "H", "H", "H", "H", "H", "Se"],
  "positions_angstrom": [[1.043, -1.910, 1.554], [1.627, -0.166, 3.220], [-0.628, -0.578, 2.821], [0.397, -3.743, 0.172], [-0.519, -3.032, -1.803], [-0.937, 2.338, -0.998], [-0.746, 0.903, -0.513], [0.626, 0.437, -0.672], [1.689, 0.029, -0.814], [-1.959, 2.667, -0.800], [-0.751, 2.424, -2.071], [-0.255, 3.014, -0.481], [-1.378, 0.195, -1.054], [-0.986, 0.798, 0.550], [2.774, -3.375, 0.889]],
  "mulliken_charge": [0.347, -0.493, -0.587, -0.081, -0.683, -1.180, 0.453, 0.071, -0.408, 0.340, 0.302, 0.299, 0.182, -0.028, -0.535],
  "homo_energy_ha": -0.006,
  "total_charge": -2
}

***

[4]
{
  "formula": "C3H5NS",
  "method": "the ωB97M-V functional and the def2-TZVPD basis",
  "elements": ["C", "C", "C", "N", "S", "H", "H", "H", "H", "H"],
  "positions_angstrom": [[0.309, -1.063, 0.105], [1.594, -0.997, -0.189], [-1.192, 1.061, -0.042], [0.069, 0.349, 0.298], [1.719, 0.726, -0.105], [-0.271, -1.975, 0.530], [2.347, -1.851, -0.271], [-2.043, 0.659, 0.484], [-0.963, 2.075, 0.236], [-1.570, 1.017, -1.046]],
  "mulliken_charge": [-0.403, -0.170, -0.673, -0.030, -0.139, 0.245, 0.318, 0.294, 0.258, 0.299],
  "homo_energy_ha": -0.312,
  "de_lowest_ev": 2.233,
  "total_charge": 0
}

***

[5]
{
  "formula": "C3H5NS",
  "method": "the ωB97M-V functional and the def2-TZVPD basis",
  "elements": ["C", "C", "N", "C", "S", "H", "H", "H", "H", "H"],
  "positions_angstrom": [[-1.856, -0.347, -0.105], [-0.633, 0.309, -0.038], [0.517, -0.317, 0.414], [1.694, 0.324, 0.165], [3.249, -0.225, -0.110], [-2.551, 0.322, -0.571], [-1.994, -1.468, -0.149], [-0.514, 1.356, -0.034], [0.520, -1.333, 0.223], [1.567, 1.378, 0.204]],
  "mulliken_charge": [-0.767, 0.068, -0.173, -0.130, -0.277, 0.264, 0.258, 0.249, 0.280, 0.228],
  "homo_energy_ha": -0.320,
  "de_lowest_ev": 0.967,
  "total_charge": 0,
  "smiles": "C=CNC=S"
}

***

[6]
{
  "formula": "C3H5NS",
  "method": "the ωB97M-V functional and the def2-TZVPD basis",
  "elements": ["C", "C", "C", "N", "S", "H", "H", "H", "H", "H"],
  "positions_angstrom": [[-0.399, -1.017, 0.053], [-0.022, 0.265, -0.106], [1.334, 0.913, 0.129], [-1.805, -0.965, 0.085], [-1.808, 0.793, -0.022], [0.245, -1.950, 0.177], [1.421, 1.129, 1.117], [2.033, 0.308, -0.352], [1.377, 1.934, -0.449], [-2.376, -1.409, -0.631]],
  "mulliken_charge": [-0.515, 0.427, -0.901, -0.374, -0.091, 0.291, 0.293, 0.336, 0.257, 0.277],
  "homo_energy_ha": -0.313,
  "de_lowest_ev": 1.817,
  "total_charge": 0
}

***

[7]
{
  "formula": "C3H5NS",
  "method": "the ωB97M-V functional and the def2-TZVPD basis",
  "elements": ["C", "C", "S", "N", "C", "H", "H", "H", "H", "H"],
  "positions_angstrom": [[0.675, -0.713, -0.069], [-0.401, -1.436, 0.080], [-1.966, -0.054, -0.049], [-0.825, 1.197, 0.177], [0.486, 0.779, -0.286], [1.680, -1.105, -0.085], [-0.647, -2.463, 0.214], [-0.799, 1.460, 1.160], [1.257, 1.357, 0.221], [0.539, 0.977, -1.364]],
  "mulliken_charge": [-0.253, -0.393, -0.123, -0.356, -0.446, 0.325, 0.418, 0.293, 0.343, 0.193],
  "homo_energy_ha": -0.304,
  "de_lowest_ev": 1.277,
  "total_charge": 0,
  "smiles": "C1=CSNC1"
}

***

[8]
{
  "formula": "C3H5NS",
  "method": "the ωB97M-V functional and the def2-TZVPD basis",
  "elements": ["C", "C", "C", "N", "S", "H", "H", "H", "H", "H"],
  "positions_angstrom": [[0.357, -0.049, 0.077], [-2.276, -0.779, 0.105], [1.807, 0.447, 0.046], [-0.080, -1.193, 0.036], [-2.651, 0.709, 0.050], [-0.423, 0.712, 0.086], [-2.874, -1.728, -0.115], [1.877, 0.878, -0.993], [1.667, 1.312, 0.704], [2.595, -0.309, 0.005]],
  "mulliken_charge": [0.552, 0.038, -0.888, -0.548, -0.211, -0.082, 0.294, 0.253, 0.289, 0.302],
  "homo_energy_ha": [-0.305, -0.306],
  "de_lowest_ev": 3.831,
  "total_charge": 0
}

***

[9]
{
  "formula": "C3H5NS",
  "method": "the ωB97M-V functional and the def2-TZVPD basis",
  "elements": ["S", "C", "N", "C", "C", "H", "H", "H", "H", "H"],
  "positions_angstrom": [[2.677, 0.252, 0.031], [1.373, -0.699, -0.135], [0.149, -0.213, -0.400], [-0.487, 0.983, -0.074], [-1.148, -0.306, 0.232], [1.439, -1.788, -0.188], [-0.844, 1.478, -0.886], [-0.044, 1.571, 0.722], [-1.935, -0.506, -0.526], [-1.181, -0.773, 1.223]],
  "mulliken_charge": [-0.326, -0.113, -0.147, -0.416, -0.336, 0.317, 0.240, 0.285, 0.210, 0.287],
  "homo_energy_ha": -0.312,
  "de_lowest_ev": 1.467,
  "total_charge": 0,
  "smiles": "S=CN1CC1"
}

***

[10]
{
  "formula": "C3H5NS",
  "method": "the ωB97M-V functional and the def2-TZVPD basis",
  "elements": ["C", "C", "S", "N", "C", "H", "H", "H", "H", "H"],
  "positions_angstrom": [[1.751, 0.042, 0.023], [1.410, -1.243, -0.019], [-0.680, -1.587, -0.037], [-1.120, 0.005, -0.042], [-2.382, 0.183, 0.045], [2.838, 0.272, -0.050], [1.128, 0.894, 0.205], [1.964, -2.231, 0.148], [-2.724, 1.142, 0.156], [-3.093, -0.516, -0.235]],
  "mulliken_charge": [-0.480, -0.228, -0.064, -0.269, -0.310, 0.220, 0.347, 0.292, 0.268, 0.223],
  "homo_energy_ha": -0.309,
  "de_lowest_ev": 2.672,
  "total_charge": 0,
  "smiles": "C=CSN=C"
}

***

Please write out number 6 again, unchanged.
{
  "formula": "C3H5NS",
  "method": "the ωB97M-V functional and the def2-TZVPD basis",
  "elements": ["C", "C", "C", "N", "S", "H", "H", "H", "H", "H"],
  "positions_angstrom": [[-0.399, -1.017, 0.053], [-0.022, 0.265, -0.106], [1.334, 0.913, 0.129], [-1.805, -0.965, 0.085], [-1.808, 0.793, -0.022], [0.245, -1.950, 0.177], [1.421, 1.129, 1.117], [2.033, 0.308, -0.352], [1.377, 1.934, -0.449], [-2.376, -1.409, -0.631]],
  "mulliken_charge": [-0.515, 0.427, -0.901, -0.374, -0.091, 0.291, 0.293, 0.336, 0.257, 0.277],
  "homo_energy_ha": -0.313,
  "de_lowest_ev": 1.817,
  "total_charge": 0
}